1.
A single C5H9NO3 molecule. Source: the OMol25 dataset; level of theory: the ωB97M-V functional and the def2-TZVPD basis.

2S+1 ... 1
Orbital gap ... 9.816 eV
Lowest unoccupied orbital energy ... 0.85 eV
SMILES string ... CNCCO[C@H]1OC1=O
Net charge ... 0
E_HOMO ... -8.96 eV

Last column: Mulliken charge in e.
Atoms and positions in Å:
H1 1.38 -1.31 -0.87  0.2566
C1 -1.47 -0.66 -0.56  0.0397
H2 0.80 1.55 -1.23  0.2608
H3 -1.06 0.03 1.96  0.3368
C2 1.86 -0.40 -0.92  -0.7983
H4 0.40 -0.97 2.04  0.3968
O1 -2.90 -0.71 -0.13  -0.4112
O2 -0.70 -1.30 0.43  -0.4216
C3 -0.27 -0.41 1.41  -0.5065
H5 1.59 0.79 1.28  0.3005
N1 0.86 0.60 -0.74  -0.2872
H6 -1.21 -1.08 -1.56  0.4055
C4 -2.39 0.47 -0.37  0.5487
H7 0.02 1.70 0.90  0.4167
O3 -2.68 1.56 -0.34  -0.4503
H8 2.76 -0.24 -0.17  0.2399
H9 2.46 -0.40 -1.88  0.3254
C5 0.57 0.77 0.74  -0.6524

2.
2 unconnected molecules or ions with the total composition C5H9NO3. Source: the OMol25 dataset; level of theory: the ωB97M-V functional and the def2-TZVPD basis.

2S+1 ... 1
Orbital gap ... 9.632 eV
Lowest unoccupied orbital energy ... 0.33 eV
SMILES string ... C=C=[N+]([O-])O.CCC=O
Net charge ... 0
E_HOMO ... -9.30 eV

Last column: Mulliken charge in e.
Atoms and positions in Å:
H1 -0.37 -1.50 -0.58  0.2644
O1 -1.14 1.62 -0.69  -0.5106
C1 -1.97 -0.73 0.61  -0.9723
H2 -2.56 0.19 0.49  0.3048
O2 1.89 -1.43 1.01  -0.5898
O3 2.31 -0.52 -1.14  -0.3985
H3 -0.04 0.49 -1.96  0.3590
H4 2.00 -1.30 -1.52  0.3183
H5 0.47 2.38 1.48  0.2708
C2 -1.18 -0.85 -0.69  -0.2921
C3 -0.77 0.53 -1.15  0.0518
N1 1.95 -0.43 0.33  0.5433
H6 -1.26 -0.43 1.44  0.2101
H7 2.31 2.38 1.16  0.2575
H8 -1.83 -1.31 -1.58  0.3248
H9 -2.55 -1.66 1.03  0.3036
C4 1.35 1.88 1.13  -0.7436
C5 1.39 0.69 0.65  0.2982

Which structure is most stable, and how do the rest compare? From most to least stable: 1, 2.

1.
2 unconnected molecules or ions with the total composition C5H9NO3. Source: the OMol25 dataset; level of theory: the ωB97M-V functional and the def2-TZVPD basis.

2S+1 ... 1
Orbital gap ... 9.184 eV
Lowest unoccupied orbital energy ... -0.43 eV
SMILES string ... CC(=O)C=O.CC(N)=O
Net charge ... 0
E_HOMO ... -9.61 eV

Last column: Mulliken charge in e.
Atoms and positions in Å:
H1 1.16 -1.35 -0.86  0.1529
C1 0.24 -1.90 -0.65  -0.7749
H2 -1.50 -1.21 1.24  0.2708
O1 0.37 -0.32 1.81  -0.4887
C2 -0.09 0.79 1.67  0.1035
C3 1.33 1.40 -0.60  -1.0853
H3 0.20 -2.73 -1.36  0.3254
H4 0.86 1.03 -1.52  0.2663
H5 -0.23 1.47 2.53  0.3826
O2 -1.36 -0.62 -1.92  -0.6014
H6 2.07 0.73 -0.15  0.2627
H7 1.82 2.31 -0.96  0.3973
C4 -0.93 -0.98 -0.84  0.5640
H8 0.29 -2.38 0.33  0.2967
H9 -2.51 -0.18 0.19  0.2365
N1 -1.68 -0.72 0.36  -0.4831
O3 -0.28 2.88 0.38  -0.5309
C5 0.24 1.78 0.36  0.7055

2.
A single C5H9NO3 molecule. Source: the OMol25 dataset; level of theory: the ωB97M-V functional and the def2-TZVPD basis.

2S+1 ... 1
Orbital gap ... 9.495 eV
Lowest unoccupied orbital energy ... 0.64 eV
SMILES string ... C=C(OC(=O)O)N(C)C
Net charge ... 0
E_HOMO ... -8.86 eV

Last column: Mulliken charge in e.
Atoms and positions in Å:
N1 0.31 -0.23 0.09  0.2399
H1 -0.52 -1.92 -0.83  0.3782
H2 1.16 1.15 1.46  0.2871
C1 -1.65 0.25 0.58  0.8117
O1 -1.63 0.97 1.54  -0.5544
H3 0.02 -2.14 0.85  0.3190
C2 1.42 0.22 0.95  -0.9907
H4 1.71 -0.55 1.66  0.3411
C3 -0.07 0.70 -0.95  0.4668
O2 -1.40 0.79 -0.89  -0.4330
H5 1.24 -2.03 -0.41  0.3769
C4 0.25 -1.67 -0.11  -1.0498
O3 -2.60 -0.69 0.38  -0.4622
C5 0.73 1.48 -1.67  -0.9562
H6 0.31 2.34 -2.17  0.2778
H7 2.30 0.39 0.34  0.3448
H8 -3.40 -0.41 0.83  0.3522
H9 1.80 1.35 -1.66  0.2508

3.
A single C5H9NO3 molecule. Source: the OMol25 dataset; level of theory: the ωB97M-V functional and the def2-TZVPD basis.

2S+1 ... 1
Orbital gap ... 9.108 eV
Lowest unoccupied orbital energy ... 0.73 eV
SMILES string ... C=C(C)C/C(O)=[N+](/[O-])O
Net charge ... 0
E_HOMO ... -8.38 eV

Last column: Mulliken charge in e.
Atoms and positions in Å:
H1 -1.26 1.30 -3.95  0.3824
C1 -0.32 0.91 -0.69  -1.1962
O1 -1.02 1.71 -3.11  -0.4807
H2 2.47 0.37 -0.18  0.2998
H3 -1.32 -0.13 1.53  0.3793
H4 0.07 -0.74 2.22  0.4132
C2 0.45 -0.03 0.32  0.9063
H5 -0.79 -1.74 1.12  0.2617
C3 1.77 -0.15 0.46  -0.9799
O2 -1.18 -0.63 -3.99  -0.8561
H6 -1.21 0.96 -0.11  0.3489
O3 -0.63 -1.50 -1.90  -0.3658
H7 -1.07 -2.20 -2.38  0.3617
C4 -0.86 0.73 -2.21  0.3766
H8 -0.03 1.93 -0.68  0.5172
C5 -0.44 -0.71 1.31  -1.3446
H9 2.11 -0.47 1.38  0.3487
N1 -0.96 -0.47 -2.73  0.6274

Which structure is most stable, and how do the rest compare? From most to least stable: 1, 2, 3.

1.
A gas-phase ion, C3H3NO2P (charge -1). Source: the OMol25 dataset; level of theory: the ωB97M-V functional and the def2-TZVPD basis.

2S+1 ... 1
Orbital gap (spin up / spin down) ... 6.982 / 7.354 eV
Lowest unoccupied orbital energy (spin up / spin down) ... 3.49 / 3.99 eV
Net charge ... -1
E_HOMO (spin up / spin down) ... -3.49 / -3.37 eV

Last column: Mulliken charge in e.
Atoms and positions in Å:
H1 -1.29 1.34 -0.94  0.4130
N1 -1.69 -1.98 -0.58  -0.6546
P1 -0.55 -1.02 -0.71  0.7736
O1 0.03 -1.75 -1.87  -0.7078
O2 0.68 -1.02 0.55  -0.4259
C1 0.35 1.23 0.43  -0.3581
H2 1.45 0.11 1.91  0.4738
C2 -0.48 0.83 -0.64  -0.7291
C3 1.03 0.13 1.00  -0.2650
H3 0.47 2.13 0.85  0.4801

2.
A molecular structure, C3H3NO2P. Source: the OMol25 dataset; level of theory: the ωB97M-V functional and the def2-TZVPD basis.

2S+1 ... 1
Orbital gap (spin up / spin down) ... 6.172 / 6.170 eV
Lowest unoccupied orbital energy (spin up / spin down) ... 3.81 / 3.81 eV
Net charge ... -1
E_HOMO (spin up / spin down) ... -2.36 / -2.36 eV

Last column: Mulliken charge in e.
Atoms and positions in Å:
H1 -1.77 -0.25 1.45  0.2529
C1 -0.21 -0.96 0.59  -0.2281
N1 -0.80 0.09 1.23  -0.5949
P1 -0.79 1.42 -0.60  -0.0509
H2 -0.64 -1.88 0.94  0.3295
C2 0.72 -0.87 -0.37  0.2615
O1 1.53 -1.66 -0.84  -0.7706
C3 0.71 0.52 -0.92  0.4661
O2 1.66 1.02 -1.61  -0.6551
H3 -0.40 2.56 0.12  -0.0104

Which structure is most stable, and how do the rest compare? From most to least stable: 2, 1.